# 1
94
Properties=species:S:1:pos:R:3:mulliken_charge:R:1 method="wB97M-V/def2-TZVPD" total_energy_ev=-1243683.2090 homo_energy_ev=-8.843 lumo_ev=-1.40 total_charge=0 smiles="N=[PH2][C@]1(CCN)[C@@H](N(C(=O)F)C(=O)F)OC(=O)[C@@H]1Br.BrCCBr.BrCCBr.BrCCBr.BrCCBr.BrCCBr.BrCCBr.BrCCBr.BrCCBr"
N -0.090 -3.432 5.862 -0.5915
P -1.081 -2.142 5.943 0.2517
C -1.891 -1.971 4.195 1.1507
C -2.423 -0.435 4.100 -0.9058
C -4.044 -0.228 4.077 -0.4739
N -4.508 -0.384 2.646 -0.3839
C -2.817 -3.243 3.765 -1.4733
N -4.195 -3.447 4.349 0.5296
C -4.164 -3.996 5.761 0.3440
O -4.805 -3.262 6.709 -0.4425
F -3.545 -5.279 6.168 -0.2039
C -5.015 -4.344 3.412 0.5212
O -5.209 -5.656 3.627 -0.4704
F -5.619 -3.752 2.162 -0.2065
O -2.592 -3.573 2.318 -0.3767
C -1.096 -3.535 2.203 0.4079
O -0.245 -4.443 1.725 -0.5281
C -0.814 -2.054 2.918 -0.1306
Br 1.115 -1.566 3.291 -0.1166
H -0.416 -4.135 6.575 0.1382
H -2.160 -2.378 6.901 0.1392
H -0.386 -0.907 6.222 0.1295
H -2.029 0.122 5.080 0.3355
H -1.984 0.198 3.200 0.2217
H -4.246 0.899 4.417 0.3475
H -4.626 -0.892 4.859 0.2315
H -4.255 -1.322 2.258 0.1082
H -5.524 -0.170 2.529 0.2402
H -2.220 -4.150 4.263 0.8736
H -1.032 -1.340 1.986 0.2937
Br -4.996 -1.086 -0.409 -0.1309
C -4.462 0.128 -1.839 -0.6142
C -2.971 0.371 -1.821 -0.2908
Br -2.475 1.612 -0.400 -0.0842
H -5.053 1.041 -1.719 0.3326
H -4.760 -0.374 -2.763 0.3669
H -2.649 0.856 -2.747 0.0879
H -2.384 -0.539 -1.669 0.3933
Br 2.536 2.387 -2.549 -0.1177
C 1.505 3.973 -3.023 -0.6071
C 0.025 3.741 -2.832 -0.3868
Br -0.714 2.664 -4.280 -0.1306
H 1.775 4.234 -4.050 0.3880
H 1.863 4.757 -2.349 0.3808
H -0.523 4.687 -2.873 0.2726
H -0.217 3.228 -1.897 0.1999
Br -4.604 4.335 0.929 -0.1167
C -3.281 5.241 -0.181 -0.1802
C -3.942 6.034 -1.284 -0.6588
Br -4.548 4.867 -2.726 -0.0945
H -2.594 4.474 -0.549 -0.1280
H -2.744 5.906 0.503 0.3851
H -3.226 6.715 -1.752 0.3606
H -4.813 6.603 -0.948 0.4189
Br 6.656 -0.085 -0.990 -0.1348
C 6.877 0.875 -2.674 -0.2559
C 7.460 2.250 -2.447 -0.4424
Br 6.114 3.485 -1.765 -0.1718
H 5.898 0.894 -3.161 0.3297
H 7.560 0.258 -3.265 0.0638
H 7.794 2.687 -3.393 0.1314
H 8.290 2.257 -1.735 0.4430
Br 8.701 -0.637 -6.052 -0.1054
C 7.822 -2.372 -6.199 -0.6312
C 6.357 -2.217 -6.534 -0.5452
Br 5.327 -1.677 -4.968 -0.1111
H 7.998 -2.899 -5.257 0.3821
H 8.349 -2.890 -7.004 0.3602
H 5.928 -3.175 -6.840 0.3309
H 6.166 -1.473 -7.313 0.3681
Br 10.556 0.936 -3.015 -0.1090
C 10.777 1.895 -4.699 -0.6257
C 11.360 3.270 -4.472 -0.5824
Br 10.014 4.505 -3.790 -0.1366
H 9.798 1.914 -5.186 0.2831
H 11.460 1.279 -5.290 0.4119
H 11.694 3.708 -5.417 0.3487
H 12.190 3.278 -3.760 0.3954
Br -5.589 2.241 -5.364 -0.1173
C -6.447 3.545 -6.533 -0.6202
C -7.505 4.330 -5.793 -0.4021
Br -9.129 3.276 -5.554 -0.1279
H -6.838 2.994 -7.393 0.3996
H -5.640 4.203 -6.865 0.3216
H -7.816 5.202 -6.375 0.3457
H -7.187 4.656 -4.799 0.1918
Br -3.051 -5.151 9.346 -0.1347
C -1.866 -6.598 8.794 -0.6667
C -0.595 -6.607 9.611 -0.5262
Br 0.628 -5.203 9.029 -0.1310
H -1.691 -6.476 7.722 0.3323
H -2.439 -7.515 8.963 0.4195
H -0.047 -7.541 9.463 0.3459
H -0.767 -6.457 10.681 0.3670


# 2
16
Properties=species:S:1:pos:R:3:mulliken_charge:R:1 method="wB97M-V/def2-TZVPD" total_energy_ev=-7836.0438 homo_energy_ev="-12.143 / -12.376" lumo_ev="-4.08 / -3.65" total_charge=+1 de_lowest_ev=5.273
C -2.602 -0.684 -0.066 -0.3142
C -0.386 0.479 0.040 0.2574
C -0.245 1.974 -0.002 -1.1056
C 1.494 -1.116 0.348 -0.8979
N 0.563 -0.468 -0.624 -0.0364
O -1.663 0.210 0.191 -0.2394
H -3.678 -0.439 0.107 0.2895
H -2.281 -1.539 -0.722 0.1987
H -1.206 2.481 0.003 0.3378
H 0.397 2.380 -0.751 0.3678
H 0.321 2.289 0.866 0.2857
H 1.770 -0.531 1.235 0.3381
H 1.011 -1.970 0.893 0.3278
H 2.375 -1.330 -0.060 0.4593
H 0.163 -1.128 -1.208 0.3418
H 1.267 -0.060 -1.268 0.3897


# 3
23
Properties=species:S:1:pos:R:3:mulliken_charge:R:1 method="wB97M-V/def2-TZVPD" total_energy_ev=-22408.9414 homo_energy_ev=-8.768 lumo_ev=0.79 total_charge=0 de_lowest_ev=0.639 smiles=CS[C@@H](CO)c1ccccc1
C -1.241 -2.286 -1.478 -0.9675
S -1.517 -2.065 0.400 -0.0884
C -1.339 -0.241 0.526 -0.0469
C -1.618 0.327 1.914 -0.9197
O -1.302 1.661 1.967 -0.5086
C 0.068 0.203 0.036 0.4383
C 1.125 -0.088 0.928 -0.2904
C 2.384 0.122 0.530 -0.6796
C 2.714 0.958 -0.618 -0.3819
C 1.707 1.302 -1.438 -0.5560
C 0.354 0.858 -1.123 -0.1485
H -1.106 -3.283 -1.710 0.4595
H -1.910 -1.780 -2.201 0.3003
H -0.255 -1.981 -1.791 0.2862
H -2.039 0.370 -0.148 0.3221
H -2.638 0.240 2.178 0.4393
H -1.051 -0.176 2.702 0.3634
H -1.583 2.099 1.134 0.3490
H 0.999 -0.429 1.932 0.2312
H 3.122 -0.007 1.333 0.2710
H 3.663 1.335 -0.844 0.4166
H 1.882 1.802 -2.384 0.3595
H -0.418 1.057 -1.847 0.3511